[1]
224
Properties=species:S:1:pos:R:3:mulliken_charge:R:1 method="wB97M-V/def2-TZVPD" lumo_ev=-0.2 relative_energy_kcal_mol=1410.5 molar_mass_da=1690.01 fmax_ev_per_a=15.782 gap_ev=7.13 multiplicity=1
S -3.14112 4.74197 -0.44522 2.11
S -3.09255 -5.78530 4.60749 1.16
S -0.40952 -3.61790 -4.74291 1.70
S 2.56113 4.43420 -0.30031 0.52
S -2.70377 2.82561 -3.11805 1.71
S 2.13095 -5.35772 -2.29816 1.29
S -2.53886 5.09174 4.14752 1.19
S -0.64438 -6.32483 0.16801 1.30
P 3.26311 -0.26833 3.15988 -1.22
P -1.55141 -0.15615 -1.41230 0.08
P -2.73143 0.39384 3.33676 0.01
P 6.08937 0.21282 -2.05134 0.68
O -0.84678 -5.00385 0.75206 -0.48
O -1.79359 -3.45665 -4.32262 -0.82
O 2.90871 3.12812 -0.88532 -0.04
O 1.25545 -6.44217 -2.65597 -0.70
O -0.88811 -1.33883 -0.56980 0.45
O -3.81768 4.59451 3.53710 -0.59
O -2.67132 -0.71476 -2.29496 -0.91
O -4.29106 -6.01906 5.35907 -0.67
O -2.34485 6.38677 4.74240 -0.79
O -2.76911 0.77926 4.76359 -0.91
O -1.86209 1.02662 -0.35745 0.52
O 3.27752 -0.12445 1.59009 0.65
O 4.49176 -1.32436 3.33313 -0.35
O -2.93121 1.63953 2.39913 -0.88
O 4.70768 0.31261 -2.95400 -0.31
O 7.11307 1.23924 -2.92187 -0.25
O 0.45193 -4.66974 -4.22403 -0.65
O 6.62239 -1.15203 -1.83835 -0.81
O 0.68874 -6.88870 0.13537 -0.78
O 3.40167 5.65149 -0.29079 -0.86
O 1.96508 -0.63519 3.78080 -0.22
O -4.39719 4.05021 -0.52184 -0.82
O 3.55580 -5.27313 -2.64398 -0.87
O -2.05905 3.98719 0.15788 2.01
O -1.56090 2.56688 -2.24120 -0.45
O -0.18560 0.35119 -2.24542 0.69
O -3.40628 4.07668 -3.03711 -0.81
O -1.36013 -0.25459 2.72439 1.81
O -3.94241 -0.54253 2.85470 0.16
O -2.05942 -6.76419 4.38247 -0.61
O 5.79522 1.03021 -0.61212 -0.37
O 3.85686 1.18283 3.64423 -0.24
C 2.15226 -5.12440 -0.51955 0.67
C -1.66082 -1.98373 0.47639 -0.59
C 1.33721 -3.68236 -2.67090 -2.03
C 2.50106 -0.84840 -0.61120 -0.41
C -2.22745 6.99570 -1.59559 -0.20
C -0.16549 0.04946 3.33498 2.04
C 8.48916 1.54384 -2.62461 -0.39
C -6.26388 -0.93244 2.50636 -1.17
C -2.70789 -4.05707 2.49732 0.39
C -2.26268 2.66942 -4.88947 -2.03
C -2.83709 -8.07951 0.12936 -0.75
C -2.25404 -7.96634 -1.32257 -0.89
C -1.38122 2.65547 4.31715 -0.26
C -1.83713 3.82233 5.26574 -1.12
C 1.98860 4.12766 1.43009 -1.00
C 2.83896 1.85766 -2.83637 0.05
C -0.95233 -3.19919 1.15424 -0.66
C -3.29967 7.41497 -0.54672 -0.94
C -3.61795 -5.23284 2.78754 -1.41
C -2.49458 -3.99365 5.09275 -1.22
C 3.30727 2.44214 3.22696 -0.06
C -4.22838 1.25626 -4.65929 -1.13
C 5.75785 0.56166 1.67079 -1.18
C -5.15600 -0.79296 3.56803 -0.11
C 1.90125 2.58097 3.38666 -0.13
C 0.82826 4.91679 -0.96901 -0.23
C 2.28963 -0.83464 0.84744 0.38
C 8.32826 3.00081 -2.14474 -0.82
C 0.51570 0.96330 -4.41935 -0.42
C 4.17470 1.57907 -3.46340 -1.01
C 0.48321 -2.04070 -4.58372 -0.21
C 0.25153 2.00540 0.54561 1.04
C -2.86224 1.38470 -5.41720 0.34
C -3.37399 6.31887 0.54067 -0.62
C -1.28407 4.83019 2.83704 -0.84
C 0.14937 -0.24126 -3.53140 -0.24
C -1.44832 -6.60550 -1.39885 -0.49
C -3.85233 1.37697 -3.20716 -0.17
C -3.19025 1.54333 0.99563 0.99
C -1.02090 2.25486 -0.35042 -1.20
C 0.00365 5.46514 0.22774 0.09
C 5.02427 0.51919 0.34541 1.59
C -4.52400 2.25056 0.84791 -2.06
C 0.63432 4.82769 1.58975 0.35
C 0.18693 -1.00903 4.35686 -1.86
C 0.38540 -2.28602 -7.06256 -0.65
C -2.68144 -3.10316 3.77439 1.90
C 1.25925 -1.91234 -5.92832 -0.59
C -2.63427 5.51825 -2.06328 -1.23
C -1.77577 -7.54671 1.13455 -0.58
C -0.37110 -3.59758 -6.72022 -0.87
C 5.54172 -3.39395 3.91440 -1.51
C 1.86930 -3.58619 -0.25436 1.33
C 4.22167 -2.71613 3.32879 0.25
C 1.54721 -2.76881 -1.49335 1.80
C -0.81318 3.40719 3.07318 1.34
H -1.53785 -3.57980 1.99114 -2.23
H 2.07079 -0.10632 -1.28372 -1.24
H 4.59862 -0.46652 0.15751 0.07
H 2.34972 -2.11418 -1.83325 0.03
H -0.55929 -0.88644 5.14187 0.69
H 5.43722 -4.47887 3.90286 0.43
H 1.09862 0.59696 -5.26440 0.65
H 0.69669 -2.10573 -1.33506 -0.63
H -0.10223 4.16127 2.03861 -0.32
H -0.00122 6.54874 0.34556 0.71
H -6.70873 0.02191 2.22453 0.30
H -3.37119 0.54197 -2.69788 -0.21
H 2.09384 -2.61210 -5.97195 0.43
H -1.89733 -2.35301 3.87710 -0.69
H -5.78824 -1.26109 1.58232 0.23
H -0.62760 -0.92352 -3.87627 1.23
H 1.57296 -0.86853 -5.91651 0.09
H 9.20672 1.39974 -3.43236 0.36
H -5.44313 -0.03866 4.30062 0.39
H -4.66626 1.57357 -2.50933 0.50
H 4.00449 -2.99195 2.29687 -0.10
H 9.06487 3.31260 -1.40426 0.35
H 1.82767 -1.63478 -0.95217 -1.84
H 5.71487 -3.15252 4.96313 0.37
H 2.90715 -5.67208 0.04462 0.48
H -4.98306 2.19795 -0.13931 0.27
H -2.27306 -5.89885 -1.49144 0.39
H -3.03335 -3.51533 1.60924 0.11
H -2.18730 7.78869 -2.34235 0.58
H 1.09145 -0.92687 4.95951 0.49
H 6.00841 1.56278 2.02160 0.21
H -5.32170 1.93482 1.52028 0.18
H -3.45010 5.23671 -2.72906 0.96
H -0.64780 5.64866 3.17374 1.49
H 0.10125 -4.53526 -7.01302 0.36
H 0.15290 1.06121 3.58616 -0.16
H 0.29987 -3.99932 -2.77849 0.49
H -2.48499 6.35704 1.17021 0.09
H 0.92775 -0.97398 -3.31848 -0.45
H -2.61899 3.57795 5.98482 0.55
H 1.71029 -3.39473 -3.65384 2.03
H -1.73999 4.95536 -2.33072 0.07
H -1.21154 6.83623 -1.23421 -0.04
H -1.51346 -4.32381 5.43407 0.45
H 7.39452 3.17897 -1.61135 0.14
H 0.41316 3.94477 -1.23544 -0.13
H -4.19612 3.26181 1.08870 0.33
H 0.19359 -2.02380 3.95900 -0.25
H -2.37205 -7.04687 1.89791 -0.37
H -3.64524 -2.60399 3.87438 -0.80
H 0.51844 0.95186 0.46242 -0.59
H -0.97607 -4.07274 0.50276 -0.26
H -2.63261 3.55915 -5.39901 0.58
H -1.67376 -8.88225 -1.43431 0.32
H -0.75262 -6.51271 -2.23280 0.45
H 1.82284 3.05104 1.39124 -0.87
H -1.98450 -1.26883 1.23287 -0.66
H 1.75715 2.47566 4.46195 0.24
H -0.85102 1.99107 4.99947 0.05
H 0.27215 3.46805 3.15348 -1.67
H -1.19259 2.76812 -5.07189 1.02
H -3.32107 -9.02258 0.38331 0.52
H 1.19719 1.58504 -3.83874 -0.64
H 1.27165 -5.73621 -0.32381 -1.37
H 3.28487 -2.87628 3.86251 0.30
H 0.95125 5.43825 -1.91825 0.58
H 2.26685 2.57297 -3.42724 0.92
H -1.71992 3.00931 0.01052 -1.20
H -1.00954 4.17794 5.87952 0.35
H -3.17197 0.49362 0.70256 0.51
H 1.44551 3.53246 3.11268 1.10
H -3.00404 8.38071 -0.13678 0.52
H -4.63459 -4.84273 2.83620 0.48
H -4.18609 7.45372 -1.17987 0.34
H 6.47905 -3.04313 3.48262 0.32
H 0.00570 2.33620 1.55470 0.81
H 3.66651 2.72535 2.23760 0.49
H -2.99674 1.46332 -6.49600 0.49
H -2.24914 0.51930 -5.16561 -0.34
H -3.47294 -6.07402 2.10968 0.75
H -4.88078 -1.77401 3.95520 0.17
H -1.17427 2.84866 2.20961 -0.20
H 8.94101 0.95032 -1.82983 0.29
H -0.69317 2.55701 -1.34510 0.31
H 2.72573 -3.10535 0.21831 -0.78
H 4.14805 1.16752 0.34707 -0.59
H -2.23294 2.09719 3.92858 -0.46
H -7.14248 -1.56127 2.65032 0.41
H -2.99064 -7.80791 -2.11023 0.46
H 2.25372 -1.87291 1.17729 0.93
H -0.25205 -1.41963 -7.23901 0.25
H -0.30802 -1.29099 -4.58270 0.46
H -0.35540 1.51588 -4.77144 -1.10
H 1.16792 1.90206 2.95146 -0.57
H -2.47749 2.07266 0.36326 0.93
H -4.30064 6.12121 1.07950 0.85
H 0.73694 5.55226 2.39758 1.19
H -4.73870 0.31353 -4.85661 0.45
H 1.12122 2.63250 0.34940 -0.60
H -1.04045 -8.30302 1.40912 0.62
H 1.01632 -1.86246 -3.64984 -0.20
H 0.01759 -2.94404 1.58117 0.37
H -1.38490 -3.57573 -7.12000 0.39
H 1.08525 -3.40131 0.47993 -0.38
H -1.05218 5.19444 0.22063 -1.40
H 2.17557 1.00648 -2.68304 -0.34
H 2.99865 2.10365 -1.78655 0.10
H 3.46533 -1.17074 -1.00410 1.22
H -1.66190 -4.36020 2.45135 1.74
H 0.34277 -0.20398 2.40465 -1.28
H -2.65182 -2.30683 0.15761 0.80
H 3.86443 3.17042 3.81626 0.23
H 4.96444 2.30512 -3.27038 0.37
H -4.94233 2.05932 -4.84222 0.37
H 1.36065 -0.48742 1.29969 -0.29
H 2.86947 4.21913 2.06554 1.28
H 6.58640 -0.14076 1.58019 0.54
H 8.34738 3.72630 -2.95800 0.28
H 4.02835 1.49764 -4.54046 0.33
H -3.72150 -7.44533 0.19049 0.25
H 5.02495 0.10769 2.33776 0.19
H 0.91871 -2.44158 -8.00036 0.50
H -3.00792 -3.76916 6.02773 0.51
H -1.74228 5.09780 1.88493 -2.16

[2]
216
Properties=species:S:1:pos:R:3:mulliken_charge:R:1 method="wB97M-V/def2-TZVPD" lumo_ev="-5.1 / -5.2" charge=+3 molar_mass_da=1438.07 fmax_ev_per_a=12.233 gap_ev="3.02 / 7.81" s2=0.75 multiplicity=2
S -0.66837 -0.87240 -0.36645 0.29
S 1.49784 -2.50133 3.58018 0.63
S 0.91871 7.40900 1.09896 0.90
S 0.11224 1.30834 -0.61323 -0.34
S 0.66246 5.70536 -0.33963 0.49
S 1.36684 -4.23109 5.18428 0.88
F 2.17105 -2.74030 2.16192 -0.14
F 0.98458 2.17451 -1.63775 -0.34
F -0.05088 8.65630 1.37250 -0.34
F -0.26571 -2.36454 -0.81368 -0.14
F 2.40214 -4.90187 6.33146 -0.39
F -0.38170 5.16327 -1.37097 -0.43
O 1.85018 -1.10036 3.91393 -0.49
O -0.48490 -0.99408 1.07127 -0.34
O 0.08761 -2.73310 3.25477 -0.08
O 0.81935 1.68859 0.61971 0.28
O 2.10394 8.01841 0.56016 -0.59
O -2.10956 -0.88858 -0.77539 -0.67
O -1.15628 1.90614 -0.88287 -0.84
O 0.57028 -3.31930 6.02098 -0.59
O 0.85576 4.60488 0.52314 -0.08
O 1.68899 6.05353 -1.33735 -0.70
O 0.71221 -5.36069 4.61027 -0.57
O 1.02820 6.86547 2.42583 -0.57
N 0.46318 -0.01447 -1.28048 0.39
N 0.64098 -9.12284 1.66729 0.28
N -4.31693 -2.83196 3.77632 0.53
N 4.40604 -0.57038 -1.01058 1.06
N -4.19579 6.63614 1.10179 0.60
N -0.15385 6.82179 0.09381 0.03
N 2.43008 -3.69746 4.37194 -0.41
N 1.29824 3.19697 -5.73334 0.37
N -0.01898 -2.92301 -4.73891 0.48
N 1.40030 2.98945 4.93339 0.70
C -0.07939 3.21686 5.36074 -0.73
C 0.81716 4.41639 -4.84375 -1.24
C -3.16213 4.25246 1.03148 0.53
C 0.14334 -3.58865 -3.34884 -0.94
C -4.87000 -1.44129 4.25547 -0.67
C 1.78557 2.08865 -4.83221 -0.45
C 3.55120 4.17712 4.18189 0.24
C -0.10306 1.62825 3.58927 1.99
C 4.19915 3.23199 -0.63866 -1.12
C -5.75177 6.78303 1.09816 -1.20
C -1.08242 2.67179 -6.39939 0.02
C -1.49552 -2.38555 -4.93050 -0.86
C 2.09961 -10.21971 0.10505 -0.66
C 4.23081 5.57004 3.85711 -1.35
C 2.19352 4.30830 4.77696 -0.50
C 0.82583 -11.05662 0.16334 -0.55
C -2.33592 -1.46937 4.04253 0.46
C 1.02383 -1.66637 -4.81081 -0.80
C 4.14650 -1.34933 -2.31878 -0.24
C -2.00343 2.19539 -7.50894 -1.49
C 0.64694 -6.46558 1.27760 0.15
C 2.13340 2.06865 6.02987 -0.96
C 3.10827 2.48872 -4.30070 0.93
C -3.23225 -0.62044 -4.15850 -1.74
C 5.88156 -1.08400 -0.76659 -0.71
C 2.08839 -3.63612 -5.80192 -1.09
C 5.38031 -1.43336 -3.14015 -0.82
C -0.02528 -5.28256 0.56716 -0.32
C -1.82945 -1.16443 -4.08573 2.62
C 2.64613 3.64928 -6.42796 -0.70
C 3.67839 3.49374 -5.28486 -0.98
C -2.88826 -2.89313 4.27420 -1.22
C 0.32322 2.73978 -6.87871 -0.80
C -3.38595 7.95502 0.76687 -0.88
C 2.39878 -2.36698 -4.96520 -0.01
C 0.49787 -3.85422 -5.77424 -0.60
C 6.51264 -1.38018 -2.13387 -0.84
C -7.92670 7.58209 2.02055 -1.40
C -2.78132 4.98368 2.32705 0.40
C 1.27067 2.38088 3.51479 -0.49
C -4.37020 -2.83147 2.25319 -1.07
C 0.13053 -7.83757 0.80452 -1.09
C -0.13266 -10.38762 1.09603 -0.40
C 0.35657 -8.95915 3.16340 -1.23
C 4.34674 1.84814 -0.10564 0.43
C -3.74343 6.12772 2.51319 -1.19
C -0.79748 1.89948 4.86759 -0.76
C -6.39985 7.61612 2.26119 0.10
C -3.90605 -4.02235 -0.01094 -1.64
C -3.71491 5.47571 0.21565 -1.08
C -3.50254 -3.91728 1.47851 0.61
C 4.13328 0.89039 -1.28509 -1.10
C -3.63382 -0.57175 4.34481 -0.61
C -5.28812 -3.95318 4.34395 -0.87
C 2.16333 -9.46699 1.48344 -0.59
C 3.59665 -1.02300 0.26369 -1.46
H -3.54803 -0.17207 -5.10049 0.30
H -0.37133 4.06688 4.74402 0.24
H 3.22372 3.33682 -1.11369 -0.12
H 2.69514 -4.48193 -5.47855 0.38
H 1.51565 4.84185 4.11069 0.21
H 4.43672 4.08832 -0.00750 0.43
H -1.14257 -0.39171 -4.43098 -0.79
H -3.90954 -1.40245 -3.81522 0.46
H -6.33310 -3.65300 4.42144 0.35
H 5.43488 -0.63203 -3.87702 0.35
H -2.98506 5.87470 -0.48878 0.19
H 2.63769 -0.52866 0.10835 0.30
H -0.60622 -8.45304 3.23394 0.43
H -0.68566 1.14286 5.64420 0.30
H 1.79235 1.20911 -5.47600 -0.23
H 5.00079 5.40006 3.10457 0.41
H 0.79481 -0.96578 -4.00781 0.29
H -4.83023 -4.26065 5.28410 0.32
H -3.32064 0.08574 -3.33292 0.43
H -2.23842 3.81014 0.65835 -0.54
H -1.87357 2.01036 4.73403 0.53
H 2.71883 -2.75724 -3.99909 -0.24
H -3.89142 -3.09722 -0.58713 0.22
H 1.61071 4.70736 -4.15550 0.63
H -0.95644 -7.89791 0.85878 0.35
H -0.23336 3.45372 6.41349 0.46
H 0.33498 -4.37417 1.05000 0.03
H 1.03156 -12.08198 0.47062 0.32
H 3.18230 -1.83850 -5.50824 0.71
H -1.57452 -2.09681 -5.97858 0.38
H -3.90104 3.51800 1.35191 0.50
H 1.29666 3.21841 2.81767 -0.27
H -1.10679 -5.23517 0.69441 -0.16
H 3.40635 -2.08862 0.13585 0.60
H -1.07230 -10.10021 0.62426 0.27
H -2.11781 -3.25591 -4.72234 0.39
H -3.35881 6.89129 3.18929 0.29
H -5.41322 -3.02669 2.00400 0.46
H 7.09059 -0.55050 -2.54094 0.29
H 0.14164 0.57112 3.48579 -1.05
H 0.79273 -4.46047 -3.26944 0.35
H 3.97542 4.45187 -4.85843 0.40
H -1.43033 -1.32995 -3.08504 -0.99
H 6.54437 -0.41347 -0.21964 0.42
H -2.35697 7.69707 1.01738 0.40
H -8.19109 7.86089 1.00052 0.34
H 0.74113 1.82875 -7.30706 0.38
H -1.45876 3.60234 -5.97450 0.34
H -5.32447 -1.63437 5.22721 0.46
H 2.30086 -3.55695 -6.86808 0.32
H -2.90604 4.25119 3.12455 0.33
H -3.21884 -4.67186 -0.55315 0.33
H -6.01000 8.63335 2.22405 0.32
H 0.35752 3.59961 -7.54776 0.46
H -0.11140 4.01492 -4.43789 0.53
H 4.61368 1.17676 -2.22067 0.76
H 0.72452 -6.48605 2.36464 0.15
H 2.34528 -9.55880 -0.72619 0.32
H 3.59214 1.74414 0.67404 -0.34
H 4.12058 3.50656 4.82551 0.36
H 2.42849 -10.21803 2.22756 0.48
H -0.85149 -3.71983 -2.92314 0.29
H -3.63290 0.33888 3.74577 0.26
H 3.00790 -10.82182 0.08126 0.45
H 1.71483 -6.45631 1.05934 0.22
H 1.56006 1.14181 6.01112 0.31
H 2.23462 2.43063 7.05302 0.35
H -4.53106 5.12865 -0.41805 0.45
H 2.03418 1.65081 3.24615 -0.02
H 2.90389 2.91511 -7.19129 0.39
H 2.76882 -8.56292 1.54772 0.33
H -1.01232 1.92797 -5.60570 0.12
H 0.36690 -8.16191 -0.20890 0.45
H 1.08313 1.76702 -4.06330 0.54
H 2.26866 4.66702 5.80349 0.58
H 3.06333 0.94904 -1.48480 0.14
H -3.58603 -0.30760 5.40125 0.36
H 0.43947 -9.81967 3.82728 0.40
H -2.12375 -1.17704 3.01412 -0.49
H 3.67690 1.58825 -4.06851 0.04
H -0.77047 2.06174 2.84445 0.07
H 3.64247 3.65337 3.23033 -0.25
H 3.34209 -0.85149 -2.86026 -0.22
H 4.10201 -0.81260 1.20627 0.31
H 5.31253 1.59910 0.33406 0.37
H 0.20455 -5.12033 -0.48590 0.13
H -5.59091 -0.97267 3.58558 0.22
H -2.30328 -3.64165 3.73977 0.40
H -1.57995 -1.28504 4.80585 0.79
H 2.63662 4.57007 -7.01119 0.47
H -1.87911 2.86965 -8.35629 0.43
H -6.13394 7.06208 0.11623 0.57
H -3.93562 8.59115 1.46061 0.39
H 3.14504 1.79720 5.72820 0.35
H 2.91059 2.88488 -3.30467 -0.46
H -3.05494 2.20612 -7.22203 0.38
H 0.71970 5.25188 -5.53697 0.21
H -1.75140 5.33980 2.30333 -0.22
H 0.61349 -2.73132 -2.86711 0.24
H 0.69365 -1.05750 -5.65245 0.50
H -2.93220 -3.10810 5.34189 0.45
H -0.34001 -10.97274 1.99198 0.35
H 5.30631 -2.37284 -3.68788 0.52
H -3.40734 8.13508 -0.30794 0.25
H -4.10556 -1.84111 1.88271 0.53
H 0.11663 -4.83009 -5.47353 0.47
H 7.13332 -2.27620 -2.13134 0.37
H 1.05458 -8.23403 3.58181 0.52
H 5.81325 -2.03051 -0.23033 0.44
H -4.58747 5.74298 3.08563 0.46
H -8.31261 6.56384 2.06912 0.35
H 3.56618 6.21390 3.28108 0.25
H 4.66240 6.03194 4.74508 0.38
H -4.89006 -4.49100 0.00295 0.51
H -6.17718 7.08704 3.18779 0.27
H -1.70123 1.21121 -7.86695 0.32
H -6.08879 5.74700 1.06425 0.47
H -3.55244 -4.93889 1.85526 0.44
H -2.45895 -3.61502 1.56604 -0.36
H 0.21136 -3.53110 -6.77504 0.43
H 4.59535 3.10687 -5.72941 0.36
H 3.69930 -2.29709 -2.01904 0.61
H 4.91115 3.26673 -1.46327 0.41
H -8.50884 8.17336 2.72738 0.37
H -5.04080 -4.83850 3.75816 0.35
H 0.38474 -11.15900 -0.82816 0.29